Here is 13 unconnected molecules or ions with the total composition C42H118N8O13 in a non-equilibrium geometry from OMol25. Energies are from ωB97M-V/def2-TZVPD.

Properties
**2S+1**: 1
**LUMO energy**: 0.51 eV
**Gap between HOMO and LUMO**: 9.38 eV
**Electronic energy**: -3086.68190 a.u.
**Relative energy (zero: lowest compared OMol25 entry of this formula, charge and spin)**: 189.64 kcal per mole
**E_HOMO**: -0.3260 Eh

Bonds (Å) are listed after each position.
Element x y z (Å)
1 C -8.758 -6.646 -4.170  C2 1.557, H4 1.090, H5 1.090, H6 1.090
2 C -8.024 -6.800 -2.806  C1 1.557, O3 1.363, H7 1.090, H8 1.090
3 O -7.283 -5.683 -2.563  C2 1.363, H9 0.960
4 H -8.507 -5.711 -4.671  C1 1.090
5 H -9.826 -6.581 -3.962  C1 1.090
6 H -8.507 -7.481 -4.824  C1 1.090
7 H -7.298 -7.596 -2.640  C2 1.090
8 H -8.659 -6.907 -1.926  C2 1.090
9 H -7.853 -4.962 -2.286  O3 0.960
10 C -4.520 0.203 -9.355  C11 1.524, H13 1.090, H14 1.090, H15 1.090
11 C -4.424 -1.144 -10.060  C10 1.524, O12 1.375, H16 1.090, H17 1.090
12 O -5.535 -1.102 -10.870  C11 1.375, H18 0.960
13 H -3.852 0.258 -8.496  C10 1.090
14 H -5.502 0.371 -8.912  C10 1.090
15 H -4.431 1.056 -10.029  C10 1.090
16 H -4.423 -1.944 -9.319  C11 1.090
17 H -3.576 -1.083 -10.743  C11 1.090
18 H -5.448 -0.415 -11.536  O12 0.960
19 C -8.443 6.434 -2.374  C20 1.593, H22 1.090, H23 1.090, H24 1.090
20 C -8.443 5.515 -3.675  C19 1.593, O21 1.413, H25 1.090, H26 1.090
21 O -9.053 4.281 -3.357  C20 1.413, H27 0.960
22 H -9.373 6.634 -1.842  C19 1.090
23 H -7.912 7.365 -2.575  C19 1.090
24 H -7.761 5.957 -1.670  C19 1.090
25 H -7.464 5.240 -4.068  C20 1.090
26 H -8.984 6.113 -4.410  C20 1.090
27 H -9.306 4.018 -4.245  O21 0.960
28 C 0.421 10.166 -4.232  C29 1.547, H31 1.090, H32 1.090, H33 1.090
29 C -0.036 9.241 -3.078  C28 1.547, O30 1.404, H34 1.090, H35 1.090
30 O -0.242 7.930 -3.534  C29 1.404, H36 0.960
31 H 0.176 11.210 -4.039  C28 1.090
32 H -0.084 10.084 -5.194  C28 1.090
33 H 1.473 10.108 -4.509  C28 1.090
34 H -0.985 9.473 -2.593  C29 1.090
35 H 0.692 9.190 -2.269  C29 1.090
36 H -0.653 7.525 -2.767  O30 0.960
37 C -10.440 -2.204 2.098  C38 1.455, H40 1.090, H41 1.090, H42 1.090
38 C -10.684 -1.095 1.189  C37 1.455, O39 1.400, H43 1.090, H44 1.090
39 O -9.731 -1.204 0.170  C38 1.400, H45 0.960
40 H -10.731 -3.165 1.674  C37 1.090
41 H -11.076 -2.073 2.973  C37 1.090
42 H -9.410 -2.290 2.443  C37 1.090
43 H -10.486 -0.136 1.668  C38 1.090
44 H -11.723 -1.081 0.858  C38 1.090
45 H -9.908 -0.425 -0.362  O39 0.960
46 C -4.759 -6.831 4.791  C47 1.543, H52 1.090, H53 1.090, H54 1.090
47 C -5.440 -8.212 4.883  C46 1.543, C48 1.580, N51 1.449, H55 1.090
48 C -5.093 -9.107 6.138  C47 1.580, O49 1.441, H56 1.090, H57 1.090
49 O -5.661 -8.472 7.300  C48 1.441, C50 1.482
50 C -4.846 -8.787 8.497  O49 1.482, H58 1.090, H59 1.090, H60 1.090
51 N -6.861 -7.948 4.788  C47 1.449, H61 1.010, H62 1.010
52 H -5.156 -6.281 3.938  C46 1.090
53 H -3.715 -6.983 4.516  C46 1.090
54 H -4.884 -6.120 5.608  C46 1.090
55 H -5.124 -8.828 4.041  C47 1.090
56 H -4.033 -9.361 6.141  C48 1.090
57 H -5.611 -10.065 6.082  C48 1.090
58 H -3.804 -8.688 8.194  C50 1.090
59 H -5.119 -9.783 8.844  C50 1.090
60 H -4.987 -8.057 9.295  C50 1.090
61 H -7.059 -7.838 5.772  N51 1.010
62 H -6.962 -7.031 4.378  N51 1.010
63 C 1.416 -4.049 -5.088  C64 1.521, H69 1.090, H70 1.090, H71 1.090
64 C 2.723 -3.362 -5.455  C63 1.521, C65 1.593, N68 1.490, H72 1.090
65 C 3.966 -4.270 -5.864  C64 1.593, O66 1.461, H73 1.090, H74 1.090
66 O 4.393 -5.111 -4.749  C65 1.461, C67 1.462
67 C 5.695 -5.720 -5.018  O66 1.462, H75 1.090, H76 1.090, H77 1.090
68 N 2.404 -2.564 -6.672  C64 1.490, H78 1.010, H79 1.010
69 H 0.641 -3.305 -4.903  C63 1.090
70 H 1.613 -4.668 -4.213  C63 1.090
71 H 0.973 -4.668 -5.868  C63 1.090
72 H 3.049 -2.583 -4.765  C64 1.090
73 H 4.760 -3.732 -6.382  C65 1.090
74 H 3.634 -5.016 -6.586  C65 1.090
75 H 6.504 -4.997 -4.917  C67 1.090
76 H 5.694 -6.202 -5.995  C67 1.090
77 H 5.674 -6.601 -4.376  C67 1.090
78 H 3.196 -1.957 -6.833  N68 1.010
79 H 2.255 -3.051 -7.544  N68 1.010
80 C 2.415 9.743 5.205  C81 1.500, H86 1.090, H87 1.090, H88 1.090
81 C 1.086 10.437 5.166  C80 1.500, C82 1.538, N85 1.438, H89 1.090
82 C 1.346 11.946 5.020  C81 1.538, O83 1.440, H90 1.090, H91 1.090
83 O 1.955 12.487 6.208  C82 1.440, C84 1.377
84 C 1.789 13.850 6.314  O83 1.377, H92 1.090, H93 1.090, H94 1.090
85 N 0.347 9.958 4.029  C81 1.438, H95 1.010, H96 1.010
86 H 2.958 10.177 4.365  C80 1.090
87 H 2.365 8.682 4.957  C80 1.090
88 H 2.809 9.843 6.216  C80 1.090
89 H 0.504 10.280 6.075  C81 1.090
90 H 0.406 12.418 4.734  C82 1.090
91 H 2.077 12.186 4.248  C82 1.090
92 H 2.521 14.338 5.671  C84 1.090
93 H 2.075 14.276 7.275  C84 1.090
94 H 0.799 14.197 6.016  C84 1.090
95 H -0.630 10.201 4.108  N85 1.010
96 H 0.628 9.002 3.864  N85 1.010
97 C 5.054 -10.604 3.183  C98 1.509, H103 1.090, H104 1.090, H105 1.090
98 C 4.718 -11.554 2.060  C97 1.509, C99 1.542, N102 1.469, H106 1.090
99 C 4.073 -10.827 0.862  C98 1.542, O100 1.380, H107 1.090, H108 1.090
100 O 2.700 -10.732 0.975  C99 1.380, C101 1.449
101 C 2.182 -9.398 1.202  O100 1.449, H109 1.090, H110 1.090, H111 1.090
102 N 5.980 -12.147 1.596  C98 1.469, H112 1.010, H113 1.010
103 H 5.655 -11.061 3.969  C97 1.090
104 H 4.101 -10.165 3.477  C97 1.090
105 H 5.628 -9.731 2.870  C97 1.090
106 H 4.053 -12.400 2.232  C98 1.090
107 H 4.145 -11.522 0.027  C99 1.090
108 H 4.626 -9.929 0.588  C99 1.090
109 H 2.208 -9.267 2.284  C101 1.090
110 H 1.176 -9.288 0.796  C101 1.090
111 H 2.724 -8.680 0.587  C101 1.090
112 H 6.328 -12.797 2.285  N102 1.010
113 H 5.749 -12.672 0.764  N102 1.010
114 C 5.302 4.474 -6.585  C115 1.601, H120 1.090, H121 1.090, H122 1.090
115 C 6.207 4.102 -5.318  C114 1.601, C116 1.526, N119 1.466, H123 1.090
116 C 7.642 4.520 -5.626  C115 1.526, O117 1.467, H124 1.090, H125 1.090
117 O 8.242 3.743 -6.717  C116 1.467, C118 1.422
118 C 9.640 3.992 -6.798  O117 1.422, H126 1.090, H127 1.090, H128 1.090
119 N 5.733 5.024 -4.282  C115 1.466, H129 1.010, H130 1.010
120 H 4.315 4.049 -6.403  C114 1.090
121 H 5.688 3.916 -7.437  C114 1.090
122 H 5.094 5.518 -6.820  C114 1.090
123 H 6.014 3.058 -5.072  C115 1.090
124 H 8.250 4.274 -4.756  C116 1.090
125 H 7.700 5.579 -5.876  C116 1.090
126 H 9.820 5.029 -6.516  C118 1.090
127 H 9.913 3.698 -7.812  C118 1.090
128 H 10.241 3.340 -6.163  C118 1.090
129 H 6.160 5.913 -4.498  N119 1.010
130 H 4.733 5.134 -4.191  N119 1.010
131 C 15.931 0.525 0.879  C132 1.555, H137 1.090, H138 1.090, H139 1.090
132 C 15.045 -0.151 -0.206  C131 1.555, C133 1.529, N136 1.501, H140 1.090
133 C 13.544 -0.113 0.080  C132 1.529, O134 1.437, H141 1.090, H142 1.090
134 O 12.745 -0.402 -1.079  C133 1.437, C135 1.422
135 C 11.346 -0.261 -0.867  O134 1.422, H143 1.090, H144 1.090, H145 1.090
136 N 15.195 0.657 -1.462  C132 1.501, H146 1.010, H147 1.010
137 H 16.980 0.518 0.584  C131 1.090
138 H 15.875 0.179 1.911  C131 1.090
139 H 15.628 1.567 0.980  C131 1.090
140 H 15.255 -1.213 -0.333  C132 1.090
141 H 13.426 0.956 0.256  C133 1.090
142 H 13.346 -0.829 0.879  C133 1.090
143 H 10.945 -0.806 -0.012  C135 1.090
144 H 10.859 -0.720 -1.727  C135 1.090
145 H 10.945 0.752 -0.816  C135 1.090
146 H 14.351 0.398 -1.952  N136 1.010
147 H 14.844 1.571 -1.214  N136 1.010
148 C -2.537 0.212 1.603  C149 1.549, H154 1.090, H155 1.090, H156 1.090
149 C -1.560 1.227 0.958  C148 1.549, C150 1.564, N153 1.411, H157 1.090
150 C -0.140 0.665 0.622  C149 1.564, O151 1.461, H158 1.090, H159 1.090
151 O 0.423 -0.054 1.762  C150 1.461, C152 1.403
152 C 1.352 -0.991 1.284  O151 1.403, H160 1.090, H161 1.090, H162 1.090
153 N -2.110 1.828 -0.194  C149 1.411, H163 1.010, H164 1.010
154 H -2.009 0.062 2.546  C148 1.090
155 H -2.640 -0.698 1.012  C148 1.090
156 H -3.544 0.577 1.802  C148 1.090
157 H -1.556 1.987 1.739  C149 1.090
158 H 0.548 1.454 0.318  C150 1.090
159 H -0.236 -0.042 -0.202  C150 1.090
160 H 0.879 -1.612 0.523  C152 1.090
161 H 1.725 -1.627 2.087  C152 1.090
162 H 2.186 -0.508 0.776  C152 1.090
163 H -2.135 1.177 -0.966  N153 1.010
164 H -3.056 2.180 -0.160  N153 1.010
165 C -5.651 4.374 7.046  C166 1.600, H171 1.090, H172 1.090, H173 1.090
166 C -7.210 4.121 6.786  C165 1.600, C167 1.573, N170 1.397, H174 1.090
167 C -7.841 2.977 7.662  C166 1.573, O168 1.449, H175 1.090, H176 1.090
168 O -7.347 1.643 7.381  C167 1.449, C169 1.385
169 C -7.528 0.694 8.374  O168 1.385, H177 1.090, H178 1.090, H179 1.090
170 N -7.846 5.329 7.080  C166 1.397, H180 1.010, H181 1.010
171 H -5.471 4.774 8.044  C165 1.090
172 H -5.045 4.880 6.295  C165 1.090
173 H -5.117 3.427 7.116  C165 1.090
174 H -7.387 3.861 5.742  C166 1.090
175 H -8.916 3.104 7.538  C167 1.090
176 H -7.607 3.291 8.679  C167 1.090
177 H -8.539 0.476 8.718  C169 1.090
178 H -7.038 1.073 9.271  C169 1.090
179 H -7.010 -0.230 8.117  C169 1.090
180 H -8.821 5.146 7.272  N170 1.010
181 H -7.608 5.590 8.027  N170 1.010